A molecular structure, C16H10Br2N2O6RuS2. Source: the Open Molecules 2025 dataset; level of theory: ωB97M-V/def2-TZVPD.

* gap between HOMO and LUMO (spin up / spin down): 6.31 / 2.99 eV
* LUMO (spin up / spin down): -8.77 / -12.09 eV
* expectation value of S²: 6.054
* ΔE to the lowest compared entry with this formula, charge and spin: 40.3 kJ/mol

Structure (ORCA input):
```
! wB97M-V def2-TZVPD RIJCOSX def2/J DEFGRID3
* xyz 2 5
Ru -0.54069 0.61681 0.87288
O -4.23214 0.02679 -0.23391
S -2.91127 0.51046 -0.31911
O -1.81562 -0.53959 -0.27466
O -2.44856 1.37563 0.84391
C -2.69564 1.45344 -1.80004
C -3.83283 1.52199 -2.58526
C -3.82395 2.23158 -3.78370
C -2.67564 2.87171 -4.19229
C -1.52379 2.80928 -3.40889
C -1.51319 2.11029 -2.21804
S 0.04735 2.14071 -1.36159
O 0.42144 0.70569 -1.11260
O 0.97936 2.89240 -2.11556
O -0.22798 2.64802 0.02325
H -4.73201 1.01952 -2.25901
H -4.72305 2.27271 -4.38232
H -2.65541 3.42635 -5.12010
H -0.62119 3.31037 -3.72825
Br 1.91590 2.85515 6.72366
C 1.21752 2.26800 5.11186
C 0.25455 2.99698 4.43215
C -0.26426 2.50962 3.20743
N 0.13274 1.37171 2.68179
C 1.10268 0.63831 3.31630
C 1.64886 1.07074 4.54210
C 1.52449 -0.54290 2.62486
C 2.53284 -1.40884 3.09455
C 2.91964 -2.50737 2.32746
Br 4.23993 -3.66079 2.92523
C 2.28657 -2.69945 1.10984
C 1.27573 -1.79971 0.69203
N 0.90108 -0.77430 1.42467
H -0.11418 3.93842 4.81897
H -1.01351 3.06641 2.65493
H 2.40620 0.48749 5.04603
H 3.01707 -1.22984 4.04385
H 2.54859 -3.52888 0.46546
H 0.77196 -1.92726 -0.26014
*
```


A molecular structure, C16H10Cl2MnN2O7S2 at a distorted geometry. Source: the Open Molecules 2025 dataset; level of theory: ωB97M-V/def2-TZVPD.

* gap between HOMO and LUMO (spin up / spin down): 7.44 / 8.41 eV
* LUMO (spin up / spin down): -1.14 / -1.22 eV
* expectation value of S²: 8.757
* ΔE to the lowest compared entry with this formula, charge and spin: 0.0 kJ/mol

Structure (ORCA input):
```
! wB97M-V def2-TZVPD RIJCOSX def2/J DEFGRID3
* xyz 0 6
Mn -8.79259 5.45942 10.93832
O -8.52327 3.54256 14.96544
C -9.43244 3.54903 13.94817
O -10.56896 3.94811 13.97175
C -8.76289 2.96387 12.71983
C -7.98119 1.79013 12.97594
C -7.61621 1.01567 11.86480
C -7.89396 1.43997 10.55436
C -8.54981 2.65617 10.34963
N -8.92868 3.34721 11.47513
C -8.67428 3.44441 8.97061
O -8.61544 2.78285 7.93294
O -8.77122 4.74944 9.07542
H -8.70737 4.28446 15.59604
H -7.76153 1.45314 14.00506
H -7.14400 0.05032 12.08931
H -7.65985 0.76287 9.72553
O -10.67633 8.29262 9.99799
C -9.95695 7.43617 10.15685
Cl -8.75727 7.12484 6.60273
C -7.78159 5.67317 6.36374
Cl -6.16499 5.61920 7.11661
H -7.69184 5.57194 5.27674
H -8.28150 4.82477 6.85133
O -8.98769 6.56873 15.02584
S -8.59808 7.30169 13.82359
O -9.44410 8.33324 13.26401
N -8.16950 6.20469 12.56524
C -6.82202 6.27369 12.28597
S -6.18846 5.65482 10.88902
C -6.14345 7.12661 13.20094
C -4.74825 7.25198 13.39263
C -4.27766 8.14208 14.36168
C -5.14666 8.79800 15.24267
C -6.51126 8.61327 15.11853
C -6.97263 7.85624 14.05288
H -4.05209 6.69926 12.74554
H -3.22217 8.38324 14.47369
H -4.74809 9.43354 16.06741
H -7.19428 8.95523 15.91858
*
```


A molecular structure, C16H10Cl5N3O2OsS at a distorted geometry. Source: the Open Molecules 2025 dataset; level of theory: ωB97M-V/def2-TZVPD.

* gap between HOMO and LUMO (spin up / spin down): 4.09 / 4.52 eV
* LUMO (spin up / spin down): -9.79 / -9.69 eV
* ΔE to the lowest compared entry with this formula, charge and spin: 24.5 kJ/mol

Structure (ORCA input):
```
! wB97M-V def2-TZVPD RIJCOSX def2/J DEFGRID3
* xyz 2 1
Os -0.13769 -0.08768 0.07037
O -0.17868 1.88837 0.26556
N -1.37709 2.51959 0.23832
C -1.36242 3.86309 0.30723
C -2.54951 4.54800 0.33004
C -3.74775 3.84112 0.28452
C -3.72268 2.46238 0.19422
C -2.50591 1.80276 0.16061
S -2.35779 0.06790 0.00004
H -0.38258 4.31420 0.34879
H -2.53143 5.62702 0.38714
H -4.69414 4.36513 0.31965
H -4.63143 1.87732 0.14350
Cl 7.04117 0.28232 -0.75070
C 5.47526 0.18170 -0.18345
C 4.38847 0.22344 -1.12646
Cl 4.69659 0.37466 -2.78793
C 3.12161 0.14195 -0.65993
Cl 1.75239 0.20292 -1.71234
C 2.83403 -0.00710 0.73016
O 1.65522 -0.13082 1.14942
C 3.93764 -0.03287 1.66324
Cl 3.56114 -0.19058 3.30189
C 5.22920 0.05802 1.20933
Cl 6.52912 0.01996 2.29824
N 0.75846 -2.71532 1.86482
C 0.32523 -3.09236 0.64043
C 0.25732 -4.45963 0.31107
C -0.21174 -4.84970 -0.90622
C -0.62092 -3.87698 -1.83412
C -0.54937 -2.57695 -1.46540
N -0.07902 -2.15818 -0.24114
H 1.03953 -3.41911 2.52361
H 0.85160 -1.75373 2.13734
H 0.57459 -5.18183 1.05254
H -0.28170 -5.90203 -1.15060
H -0.98624 -4.14091 -2.81543
H -0.86399 -1.79602 -2.14177
*
```


A molecular structure, C16H10NNiS4. Source: the Open Molecules 2025 dataset; level of theory: ωB97M-V/def2-TZVPD.

* gap between HOMO and LUMO (spin up / spin down): 4.39 / 4.49 eV
* LUMO (spin up / spin down): 4.50 / 4.46 eV
* expectation value of S²: 1.097
* ΔE to the lowest compared entry with this formula, charge and spin: 0.0 kJ/mol

Structure (ORCA input):
```
! wB97M-V def2-TZVPD RIJCOSX def2/J DEFGRID3
* xyz -2 2
Ni -0.37971 -1.38411 -1.05928
S 2.13810 -1.39368 -1.04752
C 2.50956 -1.07186 0.64612
C 3.82596 -0.80468 1.03626
C 4.19324 -0.56908 2.35577
C 3.21024 -0.58774 3.33882
C 1.89367 -0.83725 2.97245
C 1.50312 -1.08605 1.65176
S -0.19331 -1.41226 1.30073
H 4.58166 -0.79360 0.25691
H 5.23172 -0.37472 2.60595
H 3.45995 -0.40662 4.37993
H 1.11936 -0.84601 3.73320
S -4.37288 0.75463 -1.29466
C -4.75866 -0.91816 -1.24318
C -3.64512 -1.69891 -1.20316
C -2.39321 -0.97962 -1.18195
C -2.67813 0.35639 -1.22456
C -1.61090 1.35038 -1.14946
C -1.81178 2.73007 -1.05313
C -0.70711 3.55535 -0.94635
C 0.56216 2.99731 -0.92612
C 0.67884 1.61741 -1.02798
N -0.37913 0.81988 -1.15521
H -5.79150 -1.23876 -1.25874
H -3.69416 -2.78223 -1.17916
H -2.81564 3.13554 -1.04495
H -0.84228 4.62923 -0.86764
H 1.45323 3.60375 -0.82664
H 1.62567 1.08486 -1.01492
S -1.28660 -4.44622 -1.81038
C -0.62638 -3.00327 -1.76293
*
```